Density functional theory data (ωB97M-V/def2-TZVPD) for a 8-piece molecular cluster, C56H110BrF3N3O7 overall at a distorted geometry.

Results
- E_LUMO (eV) = -2.11
- gap between HOMO and LUMO (eV) = 8.4
- calculated total energy (Ha) = -5763.77885
- total charge = +1

Element x y z (Å)
C1 -4.16 4.59 6.55
C2 -4.85 3.95 5.23
C3 -5.35 2.47 5.64
C4 -4.32 1.35 5.12
C5 -3.31 0.81 6.24
C6 -2.66 -0.54 5.64
C7 -1.15 -0.74 6.08
C8 -0.41 -1.96 5.31
C9 -0.50 -1.62 3.76
C10 0.59 -2.34 2.84
C11 1.29 -1.30 1.81
C12 1.22 -1.81 0.32
N1 1.54 -0.84 -0.78
C13 2.74 -0.04 -0.37
C14 3.38 0.86 -1.53
N2 2.27 1.64 -2.10
C15 1.09 0.89 -2.57
C16 0.10 2.09 -3.04
C17 0.85 3.26 -3.84
C18 0.98 4.56 -2.88
C19 1.46 0.23 -3.97
C20 2.36 -1.05 -4.07
C21 3.27 -0.94 -5.38
F1 3.98 -2.14 -5.55
F2 2.49 -0.72 -6.53
F3 4.18 0.11 -5.28
C22 0.41 -0.11 -1.47
N3 -0.59 -0.87 -2.18
C23 -0.46 -2.01 -2.73
C24 0.21 -3.39 -2.33
C25 -1.22 -2.15 -4.16
C26 -0.57 0.68 -0.43
Br1 0.21 2.16 0.58
C27 -1.53 -0.25 0.46
C28 -3.03 0.37 0.53
H1 -3.56 5.48 6.19
H2 -5.01 4.89 7.24
H3 -3.53 3.77 7.00
H4 -4.12 3.93 4.34
H5 -5.71 4.63 4.93
H6 -6.32 2.31 5.05
H7 -5.61 2.39 6.73
H8 -3.77 1.74 4.20
H9 -4.96 0.47 4.76
H10 -3.91 0.58 7.18
H11 -2.52 1.61 6.39
H12 -2.82 -0.49 4.51
H13 -3.23 -1.47 5.99
H14 -1.15 -0.95 7.20
H15 -0.53 0.22 5.96
H16 -0.83 -2.97 5.59
H17 0.68 -1.90 5.62
H18 -0.49 -0.48 3.65
H19 -1.54 -1.95 3.40
H20 0.03 -3.15 2.26
H21 1.39 -2.89 3.44
H22 2.40 -1.29 2.12
H23 0.90 -0.26 2.02
H24 1.98 -2.66 0.24
H25 0.22 -2.34 0.20
H26 1.93 -1.47 -1.52
H27 2.62 0.65 0.51
H28 3.54 -0.80 -0.08
H29 4.06 1.60 -0.99
H30 4.05 0.31 -2.25
H31 2.06 2.48 -1.56
H32 -0.38 2.65 -2.18
H33 -0.70 1.67 -3.74
H34 0.20 3.59 -4.71
H35 1.89 3.04 -4.18
H36 0.11 5.28 -2.99
H37 1.98 5.09 -3.04
H38 0.99 4.26 -1.77
H39 0.46 0.00 -4.48
H40 1.94 0.99 -4.67
H41 1.74 -2.00 -4.26
H42 3.07 -1.30 -3.24
H43 1.35 -3.36 -2.25
H44 -0.01 -4.24 -3.06
H45 -0.23 -3.75 -1.33
H46 -1.54 -1.13 -4.55
H47 -2.20 -2.73 -3.99
H48 -0.56 -2.70 -4.90
H49 -1.38 1.15 -1.10
H50 -1.16 -0.18 1.54
H51 -1.66 -1.31 0.10
H52 -3.48 0.37 -0.53
H53 -3.61 -0.32 1.22
H54 -3.01 1.44 0.92
C29 5.99 6.01 -1.45
C30 6.66 4.84 -0.76
C31 5.49 4.16 -0.07
O1 4.33 4.41 -0.89
C32 4.66 5.41 -1.86
H55 6.56 6.41 -2.29
H56 5.83 6.82 -0.73
H57 7.09 4.17 -1.50
H58 7.45 5.13 -0.06
H59 5.30 4.60 0.92
H60 5.63 3.09 0.04
H61 4.74 4.91 -2.84
H62 3.86 6.15 -1.91
C33 -3.30 -6.60 -5.36
C34 -2.53 -6.33 -6.63
C35 -1.85 -5.02 -6.32
O2 -1.62 -4.99 -4.91
C36 -2.36 -6.07 -4.30
H63 -3.56 -7.65 -5.21
H64 -4.23 -6.02 -5.36
H65 -1.78 -7.12 -6.78
H66 -3.16 -6.29 -7.53
H67 -2.49 -4.17 -6.58
H68 -0.90 -4.90 -6.85
H69 -1.64 -6.83 -3.99
H70 -2.88 -5.70 -3.41
C37 -7.26 2.26 1.53
C38 -8.02 1.07 2.08
C39 -7.25 -0.10 1.49
O3 -5.89 0.33 1.35
C40 -5.83 1.75 1.55
H71 -7.39 3.17 2.11
H72 -7.57 2.46 0.50
H73 -7.94 1.05 3.17
H74 -9.07 1.06 1.81
H75 -7.62 -0.35 0.49
H76 -7.29 -0.99 2.12
H77 -5.35 1.93 2.52
H78 -5.21 2.21 0.77
C41 7.74 -0.41 1.45
C42 8.71 0.37 2.32
C43 8.37 1.80 1.97
O4 6.97 1.83 1.63
C44 6.51 0.48 1.49
H79 7.54 -1.42 1.80
H80 8.12 -0.47 0.43
H81 8.49 0.18 3.38
H82 9.75 0.12 2.14
H83 8.93 2.14 1.09
H84 8.56 2.49 2.79
H85 5.87 0.25 2.35
H86 5.90 0.40 0.58
C45 7.33 0.46 -5.05
C46 8.72 -0.03 -4.72
C47 9.15 0.95 -3.63
O5 7.95 1.34 -2.94
C48 6.81 0.90 -3.70
H87 6.70 -0.30 -5.52
H88 7.39 1.32 -5.73
H89 8.67 -1.04 -4.31
H90 9.40 -0.04 -5.57
H91 9.60 1.84 -4.06
H92 9.85 0.51 -2.92
H93 6.36 0.06 -3.16
H94 6.08 1.71 -3.77
C49 -4.03 7.96 10.75
C50 -3.43 8.37 9.42
C51 -2.68 7.11 9.02
O6 -3.40 6.00 9.58
C52 -4.37 6.50 10.52
H95 -4.90 8.56 11.04
H96 -3.28 8.05 11.54
H97 -4.23 8.57 8.70
H98 -2.79 9.25 9.48
H99 -1.67 7.10 9.44
H100 -2.62 6.99 7.94
H101 -5.36 6.39 10.07
H102 -4.33 5.91 11.43
C53 -5.06 -11.61 -6.80
C54 -6.27 -11.14 -6.02
C55 -5.65 -10.17 -5.03
O7 -4.50 -9.60 -5.68
C56 -4.21 -10.36 -6.86
H103 -5.30 -12.02 -7.78
H104 -4.53 -12.39 -6.23
H105 -6.95 -10.61 -6.69
H106 -6.82 -11.94 -5.54
H107 -5.31 -10.68 -4.13
H108 -6.34 -9.37 -4.74
H109 -4.49 -9.74 -7.73
H110 -3.14 -10.57 -6.92

Mulliken population analysis, charges in e, atoms 1 to 99:
1. C -0.784
2. C -0.516
3. C -0.595
4. C -0.305
5. C -0.715
6. C 0.051
7. C -0.817
8. C -0.809
9. C -0.587
10. C -0.750
11. C -0.277
12. C -0.629
13. N 0.604
14. C -0.367
15. C 0.311
16. N 0.621
17. C 0.089
18. C -1.028
19. C -0.446
20. C -0.900
21. C -1.349
22. C 0.058
23. C 0.520
24. F -0.286
25. F -0.272
26. F -0.165
27. C 0.269
28. N 0.003
29. C 0.405
30. C -0.719
31. C -0.901
32. C -1.520
33. Br -0.058
34. C 0.715
35. C -1.510
36. H 0.252
37. H 0.209
38. H 0.149
39. H 0.277
40. H 0.385
41. H 0.106
42. H 0.435
43. H 0.173
44. H 0.322
45. H 0.339
46. H 0.239
47. H -0.115
48. H 0.197
49. H 0.408
50. H 0.314
51. H 0.301
52. H 0.368
53. H 0.359
54. H 0.178
55. H 0.353
56. H 0.458
57. H 0.475
58. H 0.339
59. H 0.448
60. H 0.021
61. H 0.245
62. H 0.215
63. H 0.549
64. H -0.177
65. H -0.812
66. H 0.346
67. H 0.253
68. H 0.496
69. H 0.397
70. H 0.242
71. H 0.343
72. H 0.162
73. H 0.195
74. H 0.131
75. H 0.748
76. H -0.111
77. H 0.185
78. H 0.187
79. H 0.101
80. H 0.398
81. H 0.349
82. H 0.300
83. H 0.233
84. H 0.874
85. H -0.509
86. H 0.271
87. H 0.340
88. H 0.463
89. H 0.273
90. C -0.679
91. C -0.368
92. C 0.377
93. O -0.311
94. C -0.418
95. H 0.367
96. H 0.288
97. H 0.026
98. H 0.398
99. H 0.267

---

Density functional theory data (ωB97M-V/def2-TZVPD) for a 4-piece molecular cluster, C20H40NO3 overall at a distorted geometry.

Results
- relative energy (zero: lowest compared OMol25 entry of this formula, charge and spin) (eV) = 2.7570
- E_LUMO (eV) = -2.86
- gap between HOMO and LUMO (eV) = 7.6
- calculated total energy (Ha) = -1066.12455
- total charge = +1

Element x y z (Å)
C1 -4.51 0.28 -5.45
C2 -3.59 -0.49 -4.70
C3 -3.14 0.09 -3.31
C4 -1.77 -0.60 -2.85
C5 -1.01 0.32 -1.79
C6 -0.48 -0.58 -0.61
N1 -1.54 -1.40 0.03
C7 -2.22 -2.37 -0.90
C8 -1.95 -2.12 -2.43
H1 -5.52 -0.11 -5.73
H2 -4.22 1.30 -5.82
H3 -3.20 -1.46 -5.09
H4 -3.93 0.05 -2.53
H5 -2.87 1.18 -3.46
H6 -1.13 -0.60 -3.78
H7 -0.15 0.81 -2.30
H8 -1.70 1.14 -1.45
H9 0.42 -1.18 -0.90
H10 -0.11 0.14 0.18
H11 -2.24 -0.85 0.54
H12 -1.07 -1.97 0.75
H13 -3.31 -2.41 -0.63
H14 -1.83 -3.40 -0.66
H15 -1.08 -2.73 -2.79
H16 -2.84 -2.52 -2.98
C9 3.00 3.98 -1.81
C10 3.39 3.67 -0.37
C11 2.04 3.46 0.28
O1 1.16 2.93 -0.74
C12 1.81 3.07 -2.01
H17 3.80 3.79 -2.53
H18 2.70 5.02 -1.89
H19 3.97 2.74 -0.34
H20 3.97 4.46 0.10
H21 1.61 4.40 0.63
H22 2.08 2.76 1.12
H23 2.12 2.07 -2.34
H24 1.09 3.46 -2.74
C13 -1.81 -7.69 2.07
C14 -1.03 -7.59 0.77
C15 -1.47 -6.24 0.24
O2 -1.75 -5.42 1.39
C16 -1.79 -6.25 2.56
H25 -1.38 -8.39 2.79
H26 -2.84 -8.00 1.87
H27 0.04 -7.59 0.98
H28 -1.23 -8.41 0.08
H29 -2.38 -6.32 -0.35
H30 -0.70 -5.76 -0.37
H31 -0.89 -6.05 3.15
H32 -2.66 -6.00 3.16
C17 2.60 4.61 4.88
C18 4.07 4.93 4.74
C19 4.30 4.75 3.25
O3 3.06 5.09 2.60
C20 2.03 5.19 3.59
H33 2.14 5.02 5.77
H34 2.45 3.52 4.89
H35 4.25 5.97 5.02
H36 4.72 4.30 5.35
H37 4.53 3.71 3.00
H38 5.09 5.39 2.87
H39 1.78 6.25 3.71
H40 1.14 4.66 3.25

From a Mulliken analysis of the wavefunction, the atomic charges in e read:
1. C -0.682
2. C -0.373
3. C -0.668
4. C 0.367
5. C -0.647
6. C -0.830
7. N -0.017
8. C -0.179
9. C -0.865
10. H 0.248
11. H 0.248
12. H 0.297
13. H 0.311
14. H 0.418
15. H 0.363
16. H 0.055
17. H 0.361
18. H 0.278
19. H 0.462
20. H 0.447
21. H 0.390
22. H 0.440
23. H -0.178
24. H 0.345
25. H 0.405
26. C -0.664
27. C -0.418
28. C -0.072
29. O -0.412
30. C -0.494
31. H 0.349
32. H 0.296
33. H 0.261
34. H 0.241
35. H 0.083
36. H 0.210
37. H 0.309
38. H 0.325
39. C -0.545
40. C -0.597
41. C -0.344
42. O -0.372
43. C -0.478
44. H 0.338
45. H 0.269
46. H 0.272
47. H 0.352
48. H 0.277
49. H 0.256
50. H 0.283
51. H 0.265
52. C -0.581
53. C -0.551
54. C -0.456
55. O -0.310
56. C -0.385
57. H 0.342
58. H 0.265
59. H 0.263
60. H 0.325
61. H 0.262
62. H 0.294
63. H 0.278
64. H 0.263

---

Density functional theory data (ωB97M-V/def2-TZVPD) for C4H6NO3S as an isolated structure at a distorted geometry.

Results
- relative energy (zero: lowest compared OMol25 entry of this formula, charge and spin) (eV) = 2.4588
- E_LUMO (eV) = 3.20
- gap between HOMO and LUMO (eV) = 7.6
- calculated total energy (Ha) = -834.67916
- total charge = -1

Element x y z (Å)
C1 1.42 0.20 -0.01
C2 0.61 -0.83 0.22
C3 2.92 0.16 -0.16
C4 -0.89 -0.83 0.20
N1 0.72 1.82 -0.60
O1 3.62 1.11 -0.50
O2 3.43 -1.01 0.20
O3 1.22 -1.97 0.49
S1 -0.18 2.66 0.63
H1 -1.26 -1.73 -0.38
H2 -1.16 0.16 -0.33
H3 -1.40 -0.82 1.20
H4 1.68 2.15 -0.59
H5 2.37 -1.65 0.20
H6 -1.43 2.14 0.19

From a Mulliken analysis of the wavefunction, the atomic charges in e read:
1. C 0.570
2. C 0.178
3. C 0.532
4. C -0.967
5. N -0.546
6. O -0.708
7. O -0.681
8. O -0.756
9. S -0.171
10. H 0.285
11. H 0.158
12. H 0.226
13. H 0.334
14. H 0.426
15. H 0.120

---

Please write out number 3 again, unchanged.
Density functional theory data (ωB97M-V/def2-TZVPD) for C4H6NO3S as an isolated structure at a distorted geometry.

Results
- relative energy (zero: lowest compared OMol25 entry of this formula, charge and spin) (eV) = 2.4588
- E_LUMO (eV) = 3.20
- gap between HOMO and LUMO (eV) = 7.6
- calculated total energy (Ha) = -834.67916
- total charge = -1

Element x y z (Å)
C1 1.42 0.20 -0.01
C2 0.61 -0.83 0.22
C3 2.92 0.16 -0.16
C4 -0.89 -0.83 0.20
N1 0.72 1.82 -0.60
O1 3.62 1.11 -0.50
O2 3.43 -1.01 0.20
O3 1.22 -1.97 0.49
S1 -0.18 2.66 0.63
H1 -1.26 -1.73 -0.38
H2 -1.16 0.16 -0.33
H3 -1.40 -0.82 1.20
H4 1.68 2.15 -0.59
H5 2.37 -1.65 0.20
H6 -1.43 2.14 0.19

From a Mulliken analysis of the wavefunction, the atomic charges in e read:
1. C 0.570
2. C 0.178
3. C 0.532
4. C -0.967
5. N -0.546
6. O -0.708
7. O -0.681
8. O -0.756
9. S -0.171
10. H 0.285
11. H 0.158
12. H 0.226
13. H 0.334
14. H 0.426
15. H 0.120

---

> What is the E_LUMO in the first record?

-2.11 eV

---

> Number 2 is which compound?

C20H40NO3